One molecule with the formula C4H6N2 in a non-equilibrium geometry. Source: OMol25; level of theory: ωB97M-V/def2-TZVPD.

Its multiplicity is 1. The calculation puts the orbital gap at 11.2 eV. Its structure (SMILES) is N#CC[C@H]1CN1. The total charge is 0. The calculated total energy is -265.47810 a.u. Its largest force on an atom is 0.023 Eh/bohr.

Geometry (Å):
N: 2.9087 -1.5292 -0.4639
C: 1.7732 -1.3080 -0.4535
C: 0.3303 -1.0434 -0.4325
C: -0.0429 0.1426 0.4466
C: -0.6451 1.3738 -0.1132
N: -1.4740 0.3788 0.5619
H: -0.0051 -0.8784 -1.4609
H: -0.1816 -1.9406 -0.0689
H: 0.5684 0.2541 1.3412
H: -0.8127 1.4528 -1.1855
H: -0.4467 2.3197 0.3865
H: -1.7171 0.6830 1.5003

Here are the Löwdin charges for atoms 1 to 4, given in e: 0.14, -0.22, -0.14, -0.34